[1]
Density functional theory data (wB97M-V/def2-TZVPD) for C12H27MoN6S2 as an isolated structure.

```
48
C12H27MoN6S2 | OMol25 | wB97M-V/def2-TZVPD
Mo -0.5022 -0.1876 -0.4717
C -2.2520 1.3658 -0.0877
C -1.1607 1.8674 0.6406
C -0.1161 2.1308 -0.2659
C -0.5524 1.7966 -1.5800
C -1.8822 1.3163 -1.4656
H -3.1988 1.0659 0.3276
H -1.1214 2.0094 1.7107
H 0.8384 2.5569 -0.0004
H 0.0110 1.9173 -2.4928
H -2.5187 1.0042 -2.2783
N -0.1097 -0.9570 1.5905
C 1.1394 -1.7390 1.9099
C 2.4108 -0.9879 1.5846
C 2.7023 -0.8972 0.1007
N 1.7773 0.0546 -0.5965
H -0.1563 -0.1845 2.2548
H -0.8896 -1.5533 1.8713
H 1.0909 -2.6724 1.3475
H 1.1074 -1.9879 2.9702
H 3.2387 -1.5166 2.0594
H 2.4006 0.0079 2.0426
H 2.6043 -1.8721 -0.3754
H 3.7239 -0.5531 -0.0582
H 2.0232 0.0211 -1.5866
H 2.0638 0.9834 -0.3017
N -3.2799 -1.6219 -2.6113
C -3.6026 -1.8790 -1.3532
N -4.7989 -2.3371 -1.0463
S -2.4940 -1.6350 -0.0295
H -3.9422 -1.7350 -3.3671
H -2.3370 -1.3447 -2.8410
H -5.4964 -2.5521 -1.7469
H -5.0640 -2.4720 -0.0810
C -1.2360 -5.4902 -1.8884
N -0.8822 -4.0857 -1.6675
C -0.3018 -3.3236 -2.5744
S 0.2660 -1.6842 -2.1839
N -0.0166 -3.7986 -3.7671
C 0.6739 -3.1389 -4.8860
H -1.6595 -5.8872 -0.9711
H -0.3496 -6.0779 -2.1324
H -1.9771 -5.5896 -2.6838
H -1.1312 -3.6524 -0.7898
H -0.2507 -4.7702 -3.9310
H 0.7265 -2.0680 -4.7259
H 0.1185 -3.3335 -5.8000
H 1.6791 -3.5432 -4.9874
```

Its frontier orbital gap (spin up / spin down) is 7.3 / 7.4 eV. The calculation puts the HOMO energy (spin up / spin down) at -18.413 / -18.444 eV. The strongest force on any atom comes out at 0.26 eV Å⁻¹. The charge is +3.


[2]
Density functional theory data (wB97M-V/def2-TZVPD) for C4H5N3O as an isolated structure.

```
13
C4H5N3O | OMol25 | wB97M-V/def2-TZVPD
C -2.2839 -0.6085 -0.0157
C -0.8778 -0.2356 0.0955
C 1.4239 -0.3550 -0.0029
C 1.4731 1.0812 -0.1372
H -2.7429 -0.6956 1.1474
H -2.7446 0.5621 -0.6430
H -2.3956 -1.6807 -0.7010
H 3.3259 -0.6022 0.2561
H 2.4544 1.6223 -0.5270
N 0.1591 -1.0531 -0.0226
N 2.5350 -1.0429 0.2040
N 0.4729 1.8243 0.0970
O -0.7993 1.1837 0.2494
```

Its frontier orbital gap is 9.8 eV. The calculation puts the HOMO energy at -9.715 eV. The strongest force on any atom comes out at 9.46 eV Å⁻¹. The charge is 0. The calculation puts the energy relative to the best compared isomer or geometry (same formula, charge and spin) at 5.876 eV.


[3]
Density functional theory data (wB97M-V/def2-TZVPD) for C11H11CrNO7 as an isolated structure.

```
31
C11H11CrNO7 | OMol25 | wB97M-V/def2-TZVPD
Cr 0.6338 -0.1137 -0.6494
O 1.5550 -0.4084 3.3114
C 1.2131 -0.6359 2.0404
O 1.4244 0.2806 1.1456
C 0.6781 -1.8665 1.6322
C 0.5473 -3.1027 2.3109
C 0.3952 -4.2366 1.5583
C 0.4559 -4.1931 0.1373
C 0.5294 -2.9613 -0.4487
N 0.4788 -1.8446 0.2815
C 0.8933 -2.6296 -1.8791
O 0.9819 -3.4533 -2.7480
O 1.1796 -1.3357 -2.0091
H 1.9900 0.4518 3.3460
H 0.6216 -3.1410 3.3884
H 0.3095 -5.1929 2.0575
H 0.4960 -5.0818 -0.4747
C -2.3705 2.7745 -0.4316
C -0.9281 2.6202 -0.8781
C -0.2063 3.9486 -0.9847
O -0.2229 1.7497 0.0337
C -0.8682 1.8638 -2.1946
O -1.3831 2.3092 -3.1887
O -0.2146 0.7185 -2.1467
H -2.4319 3.3419 0.4991
H -2.8336 1.7998 -0.2785
H -2.9243 3.3046 -1.2055
H -0.2495 4.4884 -0.0354
H -0.6903 4.5541 -1.7496
H 0.8377 3.8082 -1.2668
H 0.1029 2.1834 0.8268
```

Its frontier orbital gap (spin up / spin down) is 6.2 / 8.8 eV. The calculation puts the HOMO energy (spin up / spin down) at -6.996 / -9.947 eV. The strongest force on any atom comes out at 0.85 eV Å⁻¹. The charge is 0. As for the multiplicity: 5. The calculation puts the energy relative to the best compared isomer or geometry (same formula, charge and spin) at 1.486 eV. Its expectation value of S² is 6.043.


[4]
Density functional theory data (wB97M-V/def2-TZVPD) for C3H3FO4Sr as an isolated structure.

```
12
C3H3FO4Sr | OMol25 | wB97M-V/def2-TZVPD
C -1.9860 -0.9135 0.9034
C -1.2996 0.3906 0.6870
O 0.0349 0.2867 0.6298
O -3.2195 -1.0926 1.0017
H -1.4460 -1.8687 1.0057
H -1.6232 1.1075 1.4794
H -1.7068 0.8676 -0.2367
F -3.9253 0.1019 0.8850
C 2.0188 0.2783 -2.3680
O 3.0398 0.0841 -1.8745
Sr 6.0245 1.0558 -0.9926
O 4.0884 -0.2978 -1.1202
```

Its frontier orbital gap (spin up / spin down) is 10.2 / 9.3 eV. The calculation puts the HOMO energy (spin up / spin down) at -22.149 / -21.467 eV. The strongest force on any atom comes out at 1.12 eV Å⁻¹. The charge is +3. As for the multiplicity: 2. Its expectation value of S² is 0.753.


[5]
Density functional theory data (wB97M-V/def2-TZVPD) for an isolated ion of composition CH4N3 and charge +1.

```
8
CH4N3 | OMol25 | wB97M-V/def2-TZVPD
C -0.1753 -0.0618 0.1012
N 0.7453 0.4450 0.8979
N 0.8961 -1.0208 0.7399
N -1.1794 0.1658 -0.6222
H 1.3974 1.1522 0.5223
H 1.5000 -1.3344 0.0773
H -1.4011 1.2401 -0.6710
H -1.7830 -0.5861 -1.0454
```

Its frontier orbital gap is 11.3 eV. The calculation puts the HOMO energy at -15.866 eV. The SMILES is [NH2+]=C1NN1. The strongest force on any atom comes out at 6.36 eV Å⁻¹. The charge is +1. The calculation puts the energy relative to the best compared isomer or geometry (same formula, charge and spin) at 3.617 eV.


[6]
Density functional theory data (wB97M-V/def2-TZVPD) for C9H9AsF3O8PtS as an isolated structure.

```
32
C9H9AsF3O8PtS | OMol25 | wB97M-V/def2-TZVPD
Pt 0.3543 0.3064 -0.4016
O -0.3429 -0.1932 -6.4195
C -0.1770 -0.1338 -5.2308
C 1.0999 0.3311 -4.5208
O 2.1169 0.6930 -5.0632
C 0.7829 0.2397 -3.0887
C -0.5017 -0.2641 -2.9034
O -0.9789 -0.4390 -1.6896
C -1.1976 -0.5000 -4.1536
O -2.3348 -0.8838 -4.3439
O 1.5221 0.5724 -2.0803
F 3.9426 -1.0064 3.1075
C 2.8328 -0.3827 2.7084
F 2.4652 0.4605 3.6864
F 1.8611 -1.3072 2.5925
S 3.1087 0.5068 1.1157
O 4.0781 1.4991 1.4604
O 3.4448 -0.5353 0.1919
O 1.7491 1.1251 0.9132
C -0.9322 1.1180 2.8812
As -1.2135 0.0608 1.2891
C -2.9593 0.5888 0.6541
C -1.5364 -1.7210 1.9700
H -1.7070 0.9216 3.6214
H -0.9383 2.1710 2.6047
H 0.0453 0.8773 3.2865
H -3.7095 0.4783 1.4371
H -3.1993 -0.0392 -0.2025
H -2.9132 1.6244 0.3239
H -2.3593 -1.7224 2.6839
H -0.6271 -2.0818 2.4453
H -1.7758 -2.3643 1.1248
```

Its frontier orbital gap is 7.3 eV. The calculation puts the HOMO energy at -4.987 eV. The strongest force on any atom comes out at 0.43 eV Å⁻¹. The charge is -1. The calculation puts the energy relative to the best compared isomer or geometry (same formula, charge and spin) at 0.000 eV.


[7]
Density functional theory data (wB97M-V/def2-TZVPD) for the molecule C5H9FOS.

```
17
C5H9FOS | OMol25 | wB97M-V/def2-TZVPD
C 1.4379 -0.0955 0.0312
C 1.8197 -1.2948 0.7123
C 2.4991 0.6915 -0.7169
C -3.3414 1.1178 0.0494
C -1.5967 -0.5405 -0.3667
O -2.7673 -0.1848 0.2883
F -1.4744 -1.8538 -0.2322
S -0.1007 0.5508 -0.0928
H 1.8752 -1.2840 1.8587
H 1.1694 -2.1138 0.4430
H 2.7630 -1.7162 0.5458
H 2.1333 1.7305 -0.9808
H 3.2130 0.6783 0.0453
H 2.9481 0.1699 -1.6711
H -2.8106 1.7655 0.7118
H -4.3762 1.0693 0.4124
H -3.3914 1.3099 -1.0376
```

Its frontier orbital gap (spin up / spin down) is 7.5 / 7.7 eV. The calculation puts the HOMO energy (spin up / spin down) at -7.194 / -7.502 eV. The strongest force on any atom comes out at 3.50 eV Å⁻¹. The charge is 0. The calculation puts the energy relative to the best compared isomer or geometry (same formula, charge and spin) at 3.411 eV.


[8]
Density functional theory data (wB97M-V/def2-TZVPD) for a 2-piece molecular cluster, C29H31BF4O2 overall.

```
67
C29H31BF4O2 | OMol25 | wB97M-V/def2-TZVPD
C 0.4688 4.2706 0.7249
C 1.7142 3.6009 1.3037
C 2.8033 4.6461 1.4007
C 1.4622 2.7742 2.6485
C 2.5265 2.9713 3.7135
C 0.0972 2.9607 3.2931
O 1.5670 1.3813 2.2375
B 1.7626 1.4008 0.8904
C -2.8605 -1.4948 -1.1187
C -3.0189 -2.0594 0.1602
C -3.1716 -3.4240 0.3267
C -3.1591 -4.2330 -0.8059
C -3.0967 -5.7266 -0.6724
F -4.2041 -6.3577 -1.1740
F -2.0093 -6.2218 -1.3571
F -2.9611 -6.1332 0.6240
C -3.1542 -3.6892 -2.0867
C -3.0651 -2.3103 -2.2406
C -2.5309 -0.0632 -1.2514
C -2.1061 0.5441 -2.5679
C -3.4624 0.8322 -2.0377
O 2.1475 2.6109 0.3447
H 0.1902 5.1443 1.3283
H 0.6954 4.6286 -0.2887
H -0.3922 3.5903 0.6669
H 2.4878 5.4404 2.0869
H 3.7456 4.2182 1.7549
H 2.9686 5.1001 0.4179
H 2.4988 3.9942 4.1089
H 2.3224 2.2888 4.5467
H 3.5297 2.7544 3.3267
H -0.0398 4.0050 3.6045
H -0.7262 2.6732 2.6285
H 0.0430 2.3370 4.1952
H -2.9759 -1.4165 1.0403
H -3.2458 -3.8609 1.3174
H -3.2049 -4.3420 -2.9540
H -3.1252 -1.8809 -3.2418
H -2.1071 0.3845 -0.3495
H -1.4153 1.3857 -2.5311
H -1.9962 -0.1401 -3.4123
H -4.3153 0.3533 -2.5221
H -3.6205 1.8457 -1.6623
F 5.1042 -0.7736 -1.6676
C 3.8443 -0.3545 -2.0098
C 3.5068 -0.2794 -3.3608
C 2.2275 0.1854 -3.6765
C 1.3013 0.4758 -2.6716
C 1.6457 0.3466 -1.3232
C 0.6558 0.4627 -0.1802
C 0.3652 -0.8854 0.4213
C 0.3216 -2.0266 -0.4041
C 0.2400 -3.3100 0.1344
C 0.1604 -3.4835 1.5188
C 0.0873 -2.3589 2.3437
C 0.1547 -1.0776 1.7948
C 2.9683 0.0065 -0.9880
H 4.2279 -0.5578 -4.1251
H 1.9256 0.3133 -4.7168
H 0.2939 0.7985 -2.9310
H -0.2309 1.0555 -0.4207
H 0.4086 -1.9067 -1.4855
H 0.2233 -4.1705 -0.5361
H 0.1469 -4.4895 1.9426
H -0.0209 -2.4775 3.4241
H 0.0946 -0.2093 2.4456
H 3.2811 -0.0667 0.0552
```

Its frontier orbital gap is 8.9 eV. The calculation puts the HOMO energy at -8.465 eV. The SMILES is CC1(C)OB([C@H](c2ccccc2)c2cccc(F)c2)OC1(C)C.FC(F)(F)c1ccc(C2CC2)cc1. The strongest force on any atom comes out at 4.27 eV Å⁻¹. The charge is 0. The calculation puts the energy relative to the best compared isomer or geometry (same formula, charge and spin) at 0.000 eV.


[9]
Density functional theory data (wB97M-V/def2-TZVPD) for C3H4N2OS2 as an isolated structure.

```
12
C3H4N2OS2 | OMol25 | wB97M-V/def2-TZVPD
C 0.7052 -1.6880 0.7642
C -0.5494 1.1798 -0.5801
C -1.0938 2.4793 -0.2196
H 0.4315 -3.6765 0.4481
H 0.2416 -1.6189 1.9563
H 1.2967 -0.6021 -1.2114
H -1.9495 2.8437 -0.7462
N 0.7825 -2.8186 0.0889
N 1.2116 -0.5595 0.0698
O -0.9308 3.2058 0.7849
S 0.7656 0.8627 0.6063
S -0.9109 0.3922 -1.9610
```

Its frontier orbital gap is 7.3 eV. The calculation puts the HOMO energy at -9.183 eV. The strongest force on any atom comes out at 5.11 eV Å⁻¹. The charge is 0. The calculation puts the energy relative to the best compared isomer or geometry (same formula, charge and spin) at 4.056 eV.


[10]
Density functional theory data (wB97M-V/def2-TZVPD) for the molecule C17H25F3N4O3.

```
52
C17H25F3N4O3 | OMol25 | wB97M-V/def2-TZVPD
C -1.0338 3.9050 -0.7384
C -2.0984 2.9588 -0.1991
C -1.9308 1.5336 -0.7143
N -0.6985 0.9142 -0.2523
C 0.3422 0.6644 -1.0811
O 0.3788 1.0085 -2.2462
C 1.5451 -0.0857 -0.4771
C 1.4372 -1.5560 -0.7511
N 0.2684 -2.1623 -0.8773
N 0.5779 -3.4481 -1.0738
C 1.9126 -3.6726 -1.0689
C 2.5193 -2.4602 -0.8559
C 3.9743 -2.1312 -0.7719
N 1.9061 0.1336 0.9245
C 1.1429 -0.5345 1.9639
C 1.9747 -0.6583 3.2321
C 2.3849 0.7360 3.6985
C 3.2361 0.6757 4.9440
F 4.3874 0.0057 4.7455
F 3.5683 1.9046 5.3828
F 2.5935 0.0594 5.9546
C 3.1061 1.4804 2.5790
C 2.2537 1.4953 1.3091
C 2.9882 2.2123 0.1863
O 2.5219 3.1127 -0.4574
O 4.2106 1.7042 -0.0221
C 4.9221 2.2854 -1.1244
H -1.1658 4.9123 -0.3412
H -0.0290 3.5695 -0.4789
H -1.0833 3.9597 -1.8272
H -2.0767 2.9492 0.8958
H -3.0946 3.3080 -0.4849
H -2.7713 0.9099 -0.4022
H -1.8960 1.5288 -1.8034
H -0.7016 0.4641 0.6447
H 2.3838 0.2758 -1.0775
H -0.1585 -4.1133 -1.2230
H 2.3218 -4.6578 -1.2207
H 4.5800 -3.0353 -0.7234
H 4.2997 -1.5581 -1.6431
H 4.1841 -1.5264 0.1117
H 0.2218 0.0173 2.2331
H 0.8429 -1.5175 1.6063
H 1.3984 -1.1657 4.0069
H 2.8642 -1.2555 3.0201
H 1.4869 1.2936 3.9872
H 3.3243 2.5060 2.8824
H 4.0506 0.9826 2.3559
H 1.3489 2.1001 1.4808
H 5.8654 1.7513 -1.1791
H 4.3527 2.1632 -2.0446
H 5.0902 3.3463 -0.9495
```

Its frontier orbital gap is 9.4 eV. The calculation puts the HOMO energy at -8.728 eV. The SMILES is CCCNC(=O)[C@H](c1n[nH]cc1C)N1CC[C@@H](C(F)(F)F)C[C@H]1C(=O)OC. The strongest force on any atom comes out at 0.18 eV Å⁻¹. The charge is 0. The calculation puts the energy relative to the best compared isomer or geometry (same formula, charge and spin) at 0.311 eV.


[11]
Density functional theory data (wB97M-V/def2-TZVPD) for the molecule C9H10N2O2.

```
23
C9H10N2O2 | OMol25 | wB97M-V/def2-TZVPD
C 5.1815 -0.7890 -0.3950
C 4.1497 -0.2417 -0.1610
C 2.7161 0.3015 0.3738
C 0.5213 0.2858 0.0783
C -1.5504 0.8557 -0.0934
C -2.9501 0.8065 -0.1338
C -3.3820 -0.6916 -0.3325
C -1.2854 -1.6138 -0.1125
C -0.7206 -0.2694 -0.0283
H 6.2887 -1.1367 -0.6019
H 2.4550 1.0004 -0.5180
H 2.8897 1.0335 1.3119
H -3.6345 1.5963 -0.4577
H -3.0487 1.0965 0.9185
H -3.1589 -1.1151 -1.4148
H -4.5443 -0.7864 -0.2932
H -2.7315 -1.1041 1.2616
H -1.4294 -1.7742 -1.2081
H -0.3676 -2.3480 0.2515
N 0.4658 1.5849 -0.1362
N -2.6698 -1.6399 0.4310
O 1.6686 -0.4494 0.4406
O -0.8400 1.9567 -0.0016
```

Its frontier orbital gap is 9.6 eV. The calculation puts the HOMO energy at -8.952 eV. The SMILES is C#CCOc1noc2c1CNCC2. The strongest force on any atom comes out at 9.48 eV Å⁻¹. The charge is 0. The calculation puts the energy relative to the best compared isomer or geometry (same formula, charge and spin) at 8.439 eV.


[12]
Density functional theory data (wB97M-V/def2-TZVPD) for C13H15AuF6N2O8S2Si as an isolated structure.

```
48
C13H15AuF6N2O8S2Si | OMol25 | wB97M-V/def2-TZVPD
Au 0.0535 -0.8724 -0.1022
F 3.7280 -0.7803 -0.2565
C 4.0647 -0.7229 1.0295
F 5.1007 -1.5155 1.2500
F 4.3810 0.5267 1.3438
S 2.6308 -1.2434 2.0670
O 1.5414 -0.3918 1.5832
O 3.0322 -1.0898 3.4178
N 2.4329 -2.7741 1.7074
S 1.5161 -3.2690 0.5580
O 2.0097 -3.1890 -0.7795
O 0.1037 -2.7615 0.7257
C 1.2864 -5.0450 0.9954
F 0.3495 -5.5340 0.1949
F 0.9143 -5.1788 2.2534
F 2.4270 -5.6865 0.7897
O -1.5415 0.6787 1.4552
C -0.9183 1.6835 1.7231
C 0.0715 2.3695 0.8814
C 0.5925 3.5466 1.4189
C 1.4877 4.3016 0.7045
C 1.9002 3.9191 -0.5678
C 1.4084 2.7555 -1.1068
C 0.4937 1.9510 -0.4059
O 0.0554 0.8712 -1.0417
N 2.0150 5.5368 1.2921
O 2.8057 6.1789 0.6300
O 1.6325 5.8416 2.4042
H -1.0951 2.1892 2.6899
H 0.2865 3.8784 2.4023
H 2.6062 4.5341 -1.1064
H 1.7175 2.4204 -2.0873
C -3.7925 -1.4062 -0.0116
Si -2.9386 -0.7697 -1.5394
C -3.7121 -1.5112 -3.0758
C -2.9920 1.0862 -1.6447
C -1.1856 -1.4971 -1.5836
H -4.8297 -1.0649 0.0149
H -3.2993 -1.0449 0.8922
H -3.8008 -2.4981 0.0088
H -4.7674 -1.2347 -3.1327
H -3.6547 -2.6012 -3.0767
H -3.2243 -1.1445 -3.9812
H -4.0257 1.3983 -1.8152
H -2.3823 1.4615 -2.4680
H -2.6425 1.5484 -0.7235
H -0.6234 -1.2716 -2.4908
H -1.2187 -2.5788 -1.4361
```

Its frontier orbital gap is 7.9 eV. The calculation puts the HOMO energy at -9.503 eV. The strongest force on any atom comes out at 0.46 eV Å⁻¹. The charge is 0. The calculation puts the energy relative to the best compared isomer or geometry (same formula, charge and spin) at 0.000 eV.


Q: The lowest charge belongs to which entry?
A: C9H9AsF3O8PtS


Q: Which value of charge does entry 7 give?
A: 0